1.
C20H16N6O3Pr | ωB97M-V/def2-TZVPD

Last column: Löwdin spin population.
CARTESIAN COORDINATES (ANGSTROEM)
Pr -0.8325 -0.0714 -0.2212  2.0237
O 2.2709 -1.3414 3.0573  -0.0002
C 3.1164 -1.9880 2.2161  0.0000
C 4.1511 -2.7224 2.7884  0.0000
C 5.0444 -3.4076 1.9920  0.0000
C 4.9196 -3.3831 0.6050  0.0000
C 3.9017 -2.6594 0.0270  -0.0001
C 2.9874 -1.9445 0.8129  -0.0002
C 1.9383 -1.1488 0.1540  -0.0003
O 0.9663 -0.6084 0.8897  -0.0084
N 2.0180 -0.9854 -1.1344  -0.0008
N 0.9553 -0.2860 -1.6898  -0.0078
C 1.1481 0.2565 -2.8438  0.0013
C 0.1208 0.9517 -3.5805  -0.0001
C 0.4968 1.6352 -4.7484  0.0005
C -0.4200 2.3011 -5.5261  -0.0006
C -1.7641 2.2774 -5.1571  0.0008
C -2.1660 1.6075 -4.0216  -0.0005
C -1.2483 0.9475 -3.1929  0.0014
O -1.6903 0.3449 -2.0932  -0.0055
H 1.6346 -0.8580 2.5028  0.0000
H 4.2305 -2.7378 3.8675  0.0000
H 5.8471 -3.9668 2.4542  0.0000
H 5.6215 -3.9239 -0.0148  0.0000
H 3.7798 -2.6269 -1.0456  0.0000
H 2.1374 0.1720 -3.2917  -0.0001
H 1.5432 1.6291 -5.0305  0.0000
H -0.1009 2.8259 -6.4154  0.0000
H -2.5021 2.7762 -5.7718  0.0001
H -3.2108 1.5588 -3.7394  -0.0001
N -2.3534 0.4443 4.0764  0.0003
C -1.5330 -0.5804 4.4677  -0.0001
C -1.0767 -1.1514 3.3176  0.0002
N -1.6202 -0.5066 2.2376  -0.0023
C -2.3859 0.4610 2.7271  0.0006
C -3.0755 1.3698 1.8332  0.0003
N -2.6914 1.4699 0.5675  -0.0023
C -3.5632 2.3373 -0.0385  0.0001
C -4.4719 2.7763 0.8758  0.0001
N -4.1527 2.1503 2.0541  0.0001
H -2.8046 1.0906 4.7017  0.0000
H -1.3382 -0.7982 5.5028  0.0000
H -0.3980 -1.9797 3.2062  0.0000
H -3.4684 2.5832 -1.0825  0.0000
H -5.3014 3.4554 0.7878  0.0000
H -4.6600 2.2540 2.9168  0.0000

Calculated values
**Molar mass**: 529.30 Da
**Charge**: +1
**HOMO-LUMO gap (alpha / beta)**: 7.227 / 7.276 eV
**Highest occupied orbital energy (alpha / beta)**: -10.354 / -10.354 eV
**2S+1**: 3
**⟨S²⟩**: 2.002
**Total energy**: -1842.93812 Ha
**Lowest unoccupied orbital energy (alpha / beta)**: -0.1149 / -0.1131 Ha

***

2.
C20H17BrCoF6N6O6S2 | ωB97M-V/def2-TZVPD

Last column: natural (NBO) charge in e.
CARTESIAN COORDINATES (ANGSTROEM)
Co 1.3260 -0.4936 0.0854  1.2491
C -1.0017 3.7520 2.2553  -0.6359
C 0.3266 3.0997 1.9982  -0.0376
C 1.5269 3.6224 2.4706  -0.1022
C 2.7079 2.9607 2.2211  -0.2463
C 2.6954 1.7701 1.5050  0.1716
Br 4.3555 0.9454 1.2493  0.1849
N 1.5503 1.2502 1.0374  -0.5138
C 0.4074 1.9235 1.2870  0.0474
H -0.8709 4.7594 2.6444  0.2376
H -1.5762 3.1839 2.9883  0.2395
H -1.5940 3.8169 1.3423  0.2258
H 1.5349 4.5459 3.0359  0.2387
H 3.6527 3.3412 2.5781  0.2580
H -0.4970 1.4786 0.8961  0.2008
N 1.1949 -2.2325 -0.7532  -0.7450
C 2.4873 -2.4994 -1.4365  -0.3630
C 3.2114 -1.1875 -1.6858  0.7621
O 4.1425 -1.0795 -2.4282  -0.5392
O 2.7088 -0.1576 -1.0085  -0.6357
H 1.0482 -2.9250 -0.0084  0.4577
H 0.4272 -2.3078 -1.4120  0.3987
H 2.3399 -3.0120 -2.3840  0.2454
H 3.1088 -3.1267 -0.7991  0.2612
F -0.2686 -0.9806 1.3788  -0.3728
C 0.0357 -1.2584 2.7413  0.7229
F -0.6728 -2.3072 3.0572  -0.2673
F -0.3682 -0.2078 3.4131  -0.2773
S 1.8975 -1.5219 2.8818  2.2752
O 2.3094 -1.4411 1.4573  -0.9594
O 2.3277 -0.4591 3.7172  -0.8665
N 2.0864 -2.9135 3.4831  -1.1751
S 1.7939 -4.2839 2.6895  2.2513
O 1.0971 -4.0518 1.4424  -0.9940
O 1.3057 -5.2613 3.5900  -0.8578
C 3.4968 -4.7966 2.1980  0.7349
F 4.2603 -4.9474 3.2619  -0.2841
F 3.4138 -5.9378 1.5296  -0.2932
F 4.0277 -3.8635 1.4004  -0.3180
N -8.1512 1.6170 -3.9563  -0.2356
C -7.0437 1.5021 -3.6778  0.2444
C -5.6569 1.3579 -3.3235  -0.1441
C -5.1194 0.0869 -3.1382  -0.1262
C -3.7840 -0.0515 -2.8023  -0.2454
C -3.0072 1.0842 -2.6383  0.2072
C -3.5306 2.3550 -2.8184  -0.2287
C -4.8616 2.4910 -3.1693  -0.1392
N -1.6288 0.9481 -2.2707  -0.3376
C -0.5629 1.6143 -2.8326  -0.0512
C 0.5490 1.1969 -2.1747  -0.0617
N 0.1645 0.2839 -1.2184  -0.4757
C -1.1501 0.1542 -1.3003  0.1904
H -5.7433 -0.7854 -3.2726  0.2475
H -3.3481 -1.0356 -2.6902  0.2308
H -2.9089 3.2288 -2.6743  0.2339
H -5.2911 3.4721 -3.3151  0.2485
H -0.6898 2.2922 -3.6578  0.2538
H 1.5834 1.4547 -2.3149  0.2728
H -1.7746 -0.4628 -0.6745  0.2376

Calculated values
**Molar mass**: 754.35 Da
**Charge**: +1
**HOMO-LUMO gap**: 8.285 eV
**Energy above the lowest of the compared OMol25 structures with the same formula, charge and spin**: 2.8 kJ/mol
**Highest occupied orbital energy**: -12.568 eV
**Total energy**: -6904.47209 Ha
**Lowest unoccupied orbital energy**: -0.1574 Ha

***

3.
C20H17Cl2MnN5O6S2 | ωB97M-V/def2-TZVPD

Last column: Löwdin spin population.
CARTESIAN COORDINATES (ANGSTROEM)
Mn 13.1866 9.9903 6.5599  4.6819
O 14.4643 9.5247 9.4157  0.0027
Cl 13.6526 10.7012 9.6939  0.0049
O 12.9071 10.4823 10.9299  0.0039
O 12.6856 10.8339 8.5963  0.0368
O 14.4787 11.8752 9.7403  0.0014
Cl 6.7858 13.6408 7.2061  0.0006
C 8.3710 13.0239 6.9897  0.0028
C 9.4240 13.9128 6.6631  0.0016
C 10.7070 13.4206 6.3930  0.0026
C 11.0458 12.0562 6.3885  0.0078
O 12.1915 11.6313 5.9522  0.0485
C 9.9751 11.1593 6.7806  0.0036
C 10.0998 9.7281 6.9754  0.0081
O 11.0728 8.9642 6.7518  0.0386
C 8.7061 11.6693 7.0783  0.0014
H 9.1641 14.9638 6.5925  0.0001
H 11.4715 14.1313 6.1219  0.0001
H 9.2032 9.2623 7.4183  0.0016
H 7.9576 10.9569 7.4415  0.0001
N 17.5135 9.7791 7.3653  0.0053
C 18.2191 10.9552 7.1484  -0.0006
C 19.5910 10.9888 7.4140  0.0009
C 20.2146 12.2532 7.4569  -0.0008
C 19.5384 13.4153 7.0282  0.0010
C 18.1971 13.3463 6.7045  -0.0001
C 17.5056 12.1155 6.7495  0.0023
S 15.8777 12.0914 6.2993  0.0027
N 15.4039 10.5286 6.6325  0.0314
C 16.1773 9.6060 7.1266  0.0103
C 15.5429 8.3147 7.4288  0.0090
C 16.2668 7.2742 8.0057  0.0006
C 15.6568 6.0457 8.1242  0.0054
C 14.3307 5.8819 7.6766  0.0000
C 13.6621 6.9949 7.2374  0.0088
N 14.2526 8.1822 7.0190  0.0247
H 18.0857 8.9274 7.4920  0.0003
H 20.1780 10.0930 7.6243  0.0001
H 21.2034 12.3299 7.9181  -0.0001
H 19.9934 14.3808 7.0729  0.0001
H 17.6741 14.2055 6.4135  0.0000
H 17.2385 7.4496 8.4131  0.0002
H 16.2158 5.2016 8.5057  0.0003
H 13.7578 4.9462 7.7422  0.0000
H 12.5809 6.9505 7.0137  0.0008
N 10.5180 9.5737 3.5954  0.0047
C 11.4781 8.6551 3.7140  0.0126
N 11.0955 7.3769 3.7195  0.0066
S 13.1567 9.0770 3.9145  0.0238
H 9.5210 9.3114 3.7244  0.0003
H 10.7850 10.5565 3.6985  0.0001
H 10.1232 7.1253 3.5868  0.0003
H 11.8108 6.6607 3.7462  0.0001

Calculated values
**Molar mass**: 613.36 Da
**Charge**: 0
**HOMO-LUMO gap (alpha / beta)**: 6.605 / 6.526 eV
**Highest occupied orbital energy (alpha / beta)**: -7.367 / -7.381 eV
**2S+1**: 6
**⟨S²⟩**: 8.754
**Total energy**: -4365.16787 Ha
**Lowest unoccupied orbital energy (alpha / beta)**: -0.0280 / -0.0314 Ha

***

4.
C20H17Cl5GeN6OS2Sc | ωB97M-V/def2-TZVPD

Last column: Löwdin spin population.
CARTESIAN COORDINATES (ANGSTROEM)
Sc 0.5978 -0.5567 -1.1284  0.0138
C -0.1438 -6.4622 -0.9064  0.0012
S 1.1280 -5.4789 -0.0967  0.0023
C 0.5786 -3.8382 -0.3606  0.0052
S 1.5654 -2.6411 0.3666  0.0437
N -0.5353 -3.6886 -1.0352  0.0022
N -0.8580 -2.3771 -1.2437  -0.0001
C -2.0752 -2.1616 -1.4959  0.0019
C -2.5314 -0.7863 -1.7220  -0.0003
C -3.8715 -0.4984 -1.9093  0.0001
C -4.2626 0.8225 -2.0564  -0.0008
C -3.2982 1.8138 -2.0199  0.0001
C -1.9817 1.4374 -1.8517  0.0006
N -1.6022 0.1701 -1.7039  0.0045
H 0.1528 -7.5032 -0.7673  0.0002
H -0.1882 -6.2282 -1.9663  0.0000
H -1.1154 -6.2900 -0.4542  0.0000
H -2.7794 -2.9796 -1.4976  0.0000
H -4.5919 -1.3081 -1.9266  0.0000
H -5.3087 1.0755 -2.1978  0.0000
H -3.5522 2.8607 -2.1312  0.0000
H -1.1922 2.1790 -1.8482  0.0001
N 0.8028 3.8731 2.4354  0.0005
C 1.6822 4.3837 1.5211  0.0001
O 2.0492 5.5451 1.5193  0.0001
C 2.1775 3.4164 0.4901  0.0010
C 3.4282 3.6103 -0.0720  0.0001
C 3.8953 2.6929 -0.9916  0.0000
C 3.0909 1.6206 -1.3286  -0.0001
N 1.8849 1.4348 -0.7980  0.0018
C 1.4397 2.3265 0.0881  0.0070
H 0.5171 4.4847 3.1785  0.0000
H 0.7117 2.8831 2.5792  0.0005
H 4.0111 4.4744 0.2263  0.0000
H 4.8715 2.7984 -1.4522  0.0000
H 3.4101 0.8865 -2.0581  0.0000
H 0.4535 2.1443 0.4874  0.0048
Cl 2.2674 -1.7489 -2.6565  0.0002
Ge 0.8639 -1.2690 -4.5392  -0.0001
Cl 0.7199 0.8766 -3.5537  0.0010
Cl 2.4760 -0.8005 -5.9745  0.0000
Cl -2.8726 -0.3670 1.5671  0.0307
C -1.5058 -0.2212 2.6177  0.1270
C -1.7217 -0.1894 3.9728  -0.0183
C -0.6370 -0.0674 4.8400  0.1586
C 0.6654 0.0282 4.3522  -0.0175
C 0.8943 0.0086 2.9977  0.1249
Cl 2.5341 0.1002 2.4767  0.0382
C -0.1828 -0.1235 2.0171  0.0129
N -0.0260 -0.1516 0.7084  0.4492
H -2.7330 -0.2646 4.3573  -0.0038
H -0.8084 -0.0531 5.9125  0.0096
H 1.5058 0.1071 5.0324  -0.0036

Calculated values
**Molar mass**: 716.36 Da
**Charge**: 0
**HOMO-LUMO gap (alpha / beta)**: 7.019 / 6.171 eV
**Energy above the lowest of the compared OMol25 structures with the same formula, charge and spin**: 58.3 kJ/mol
**Highest occupied orbital energy (alpha / beta)**: -7.804 / -7.935 eV
**2S+1**: 2
**⟨S²⟩**: 0.801
**Total energy**: -7111.35059 Ha
**Lowest unoccupied orbital energy (alpha / beta)**: -0.0289 / -0.0648 Ha

***

5.
C20H17ClN4O4S2 | ωB97M-V/def2-TZVPD

Last column: natural (NBO) charge in e.
CARTESIAN COORDINATES (ANGSTROEM)
O 5.3165 1.6970 3.8740  -0.6340
O 1.4161 -1.8248 0.9333  -0.6076
O -4.4571 -0.2443 2.0199  -0.8829
O -3.4227 -2.5091 2.5426  -0.8709
Cl -4.2046 -3.1586 -6.6649  -0.0030
S -2.5951 -2.2095 -1.2976  0.4363
C 5.4909 2.4195 2.8860  0.6161
C 0.5046 -0.9837 1.1449  0.6755
C 6.4848 3.0380 0.3592  -0.2887
C 3.3228 1.7169 1.8127  -0.2413
C 4.7270 2.1036 1.7317  -0.1807
C -4.9999 -1.9304 -0.7437  -0.1537
C 7.1261 3.4239 1.4899  0.0073
C 5.2175 2.2930 0.4574  0.1497
C 3.0726 1.3316 0.4685  0.1594
C -3.7541 -1.7776 -0.0775  -0.5417
C -5.8274 -2.6764 -4.4713  -0.2346
C -3.5131 -2.8463 -4.0438  -0.2697
C -6.0622 -2.5430 -3.1216  -0.1709
C -4.4981 -2.8526 -4.9270  0.0260
C -3.6599 -2.5153 -2.6962  -0.1469
C -4.9928 -2.2980 -2.2408  -0.0917
N 6.5631 3.1785 2.7223  -0.5688
N 4.2081 1.8350 -0.3703  -0.5402
N 0.6524 0.3448 0.6133  -0.4449
N -1.9015 -0.4824 1.8087  -0.6376
C 1.9004 0.6295 -0.1547  -0.2475
C -0.6895 -1.3212 2.0514  -0.3096
C -0.3390 1.4160 0.9314  -0.2104
C -1.7755 0.8206 1.2129  -0.2384
S -3.5206 -1.3130 1.6652  2.2258
H 6.7976 3.1460 -0.6587  0.2213
H 2.7116 1.5373 2.6702  0.2459
H -5.9445 -1.7524 -0.1867  0.2401
H 8.0960 3.9293 1.4071  0.2226
H -6.6989 -2.8038 -5.0557  0.2333
H -2.5128 -3.0721 -4.4580  0.2408
H -7.1399 -2.5207 -2.7710  0.2330
H 7.2140 2.9028 3.4197  0.4121
H 4.2725 1.8990 -1.3849  0.4129
H 1.6226 1.1557 -1.0784  0.1961
H 2.1915 -0.2249 -0.5958  0.2437
H -0.3303 -1.1756 3.0554  0.2326
H -0.8953 -2.3605 1.8037  0.2585
H -0.0798 1.9949 1.8602  0.1939
H -0.3754 2.2052 0.1537  0.2234
H -2.4208 1.6428 1.6345  0.2200
H -2.2980 0.7357 0.2688  0.1895

Calculated values
**Molar mass**: 476.97 Da
**Charge**: 0
**HOMO-LUMO gap**: 7.391 eV
**Highest occupied orbital energy**: -7.811 eV
**Total energy**: -2548.74863 Ha
**Lowest unoccupied orbital energy**: -0.0154 Ha